# 1
Below is a gas-phase ion, C7H16NO3S (charge +1) in a non-equilibrium geometry, with properties calculated with wB97M-V/def2-TZVPD.

Atoms and positions in Å:
C 0.52716 0.03980 0.80742
C -1.50364 1.45604 -0.96145
C -2.26816 -0.96770 -1.18222
C -2.51602 0.27028 1.03125
C 3.70188 1.47903 -0.33993
C 2.03714 -0.64389 0.58764
C -1.77103 0.13477 -0.23129
N 1.94192 -2.13385 0.21104
O 0.57597 1.02080 1.47419
O 2.84778 -0.45593 1.59941
O -0.39802 -0.55116 0.08087
S 2.59755 0.27278 -1.10454
H -2.42515 2.14609 -1.16272
H -0.72099 1.91887 -0.41144
H -1.10040 1.26074 -1.98191
H -2.59961 -1.68187 -0.46366
H -1.24618 -1.34247 -1.55063
H -2.85558 -0.47687 -2.07175
H -2.78966 -0.72292 1.39876
H -1.93857 0.68201 1.82421
H -3.38581 0.95122 1.07933
H 4.18156 1.88938 -1.17546
H 4.57138 0.91130 0.22303
H 3.25628 2.14084 0.31497
H 1.73085 -2.63272 1.08019
H 2.91264 -2.22175 -0.24626
H 1.22346 -2.35172 -0.50366
H 2.53040 -0.09687 2.44166

Relative energy (zero: lowest compared OMol25 entry of this formula, charge and spin)   11.3 kcal per mole
LUMO   -3.390 eV
Total charge   +1
Frontier orbital gap   9.59 eV

---

# 2
Below is 2 unconnected molecules or ions with the total composition C2H10NO in a non-equilibrium geometry, with properties calculated with wB97M-V/def2-TZVPD.

Atoms and positions in Å:
C -0.74186 -0.94591 1.45894
C -0.06559 -1.44629 0.22730
N 0.73228 -0.30390 -0.50604
H -0.49750 -1.57375 2.35687
H -0.28473 0.01613 1.70613
H -1.83893 -0.80287 1.39532
H 0.80632 -2.03397 0.61540
H -0.74246 -1.91957 -0.46286
H 0.01641 0.39588 -0.79172
H 1.26078 -0.70387 -1.29245
H 1.39539 0.09083 0.16649
H -0.81199 2.42344 -0.55849
H 0.41064 3.09184 -1.25913
O 0.00499 2.21381 -1.06478

Expectation value of S²   0.7556
Spin multiplicity   2
Relative energy (zero: lowest compared OMol25 entry of this formula, charge and spin)   44.9 kcal per mole
LUMO (spin up / spin down)   -8.279 / -17.180 eV
Total charge   +2
Frontier orbital gap (spin up / spin down)   14.54 / 3.85 eV

---

# 3
Below is a single C6H14O molecule in a non-equilibrium geometry, with properties calculated with wB97M-V/def2-TZVPD.

Atoms and positions in Å:
C -3.46205 -0.21041 -0.48368
C -2.24805 -0.31757 0.43127
C -0.94164 0.02035 -0.27816
C 0.25667 -0.07172 0.65676
C 1.56042 0.17710 -0.08910
O 2.62981 0.07647 0.80510
C 3.81271 0.28315 0.08767
H -4.38453 -0.45204 0.05514
H -3.36902 -0.89932 -1.33224
H -3.55495 0.80516 -0.88860
H -2.36849 0.35283 1.29349
H -2.17503 -1.33620 0.83935
H -0.80084 -0.65981 -1.13350
H -0.99154 1.03586 -0.69676
H 0.27254 -1.06927 1.13295
H 0.16527 0.65555 1.47223
H 1.65024 -0.56232 -0.91111
H 1.69479 1.20239 -0.62200
H 4.14699 -0.64010 -0.41256
H 4.59026 0.59606 0.80952
H 3.51646 1.01384 -0.73576

Relative energy (zero: lowest compared OMol25 entry of this formula, charge and spin)   24.1 kcal per mole
LUMO   1.137 eV
Total charge   0
Frontier orbital gap   10.88 eV

---

# 4
Below is 3 unconnected molecules or ions with the total composition C22H37FN3O10P in a non-equilibrium geometry, with properties calculated with wB97M-V/def2-TZVPD.

Atoms and positions in Å:
C 2.25023 -3.60675 4.77467
C 1.46782 -2.52120 5.49996
O 2.14941 -1.27526 5.62500
C 2.75608 -0.79258 4.47736
C 1.85971 -0.65069 3.27175
N 2.42331 -0.95590 2.08981
C 1.81717 -0.84079 0.89597
C 2.61161 -1.16965 -0.33409
O 3.97382 -0.82883 -0.20210
C 4.23914 0.53944 0.08497
O 3.37527 1.37660 -0.61876
C 2.68303 2.35027 0.15771
C 3.58194 3.36081 0.84977
O 2.80360 4.28986 1.58266
C 0.51516 -0.42202 0.90031
F -0.09575 -0.31569 -0.27753
C -0.14368 -0.09739 2.08565
C -1.57501 0.38541 1.98920
O -2.49546 -0.15953 2.53370
O -1.64844 1.46794 1.18874
P -3.17347 1.98971 0.60528
C -3.94397 0.50407 -0.10190
C -4.19078 2.40396 2.06147
C 0.55111 -0.19184 3.29236
C -0.04511 0.29217 4.62731
O 0.48127 1.36086 4.95742
O -0.90045 -0.41216 5.11813
H 1.76214 -4.56258 4.96130
H 2.20739 -3.46490 3.68975
H 3.29686 -3.64714 5.07276
H 1.28743 -2.84256 6.52469
H 0.48019 -2.38283 5.05278
H 3.12117 0.21097 4.71465
H 3.63666 -1.38973 4.19389
H 3.38245 -1.28973 2.08105
H 2.14592 -0.72370 -1.21064
H 2.58313 -2.25323 -0.47440
H 4.18018 0.72331 1.16356
H 5.26829 0.70296 -0.23448
H 2.04923 2.89381 -0.54272
H 2.01178 1.88445 0.89139
H 4.16219 3.92786 0.12459
H 4.27174 2.86240 1.54083
H 2.04692 3.84845 1.98371
H -3.43266 -0.43078 0.13990
H -4.97003 0.39277 0.24695
H -3.98960 0.58539 -1.18055
H -3.84646 1.95691 2.99348
H -4.24637 3.48266 2.17390
H -5.19345 2.01965 1.86658
C 4.34584 0.45907 -6.10466
C 4.49506 0.33105 -4.60562
O 5.58613 0.24155 -4.06974
N 3.35536 0.31987 -3.86314
C 1.98218 0.41785 -4.31488
H 5.33721 0.45274 -6.54588
H 3.77163 -0.37434 -6.51097
H 3.84702 1.39258 -6.36741
H 3.52447 0.24264 -2.87148
H 1.49785 1.29282 -3.87710
H 1.41631 -0.46824 -4.01888
H 1.94105 0.50542 -5.39515
C -7.19848 -1.69220 -2.28521
C -6.44384 -0.56903 -2.95751
O -5.70274 0.17347 -2.33093
N -6.61774 -0.40952 -4.29383
C -7.44898 -1.18746 -5.19207
H -6.95244 -1.68421 -1.22816
H -8.27477 -1.55957 -2.39871
H -6.91532 -2.65716 -2.70679
H -6.08940 0.35695 -4.68000
H -6.84092 -1.64410 -5.97448
H -8.19755 -0.55033 -5.66524
H -7.96052 -1.97507 -4.64993

LUMO   -1.186 eV
Total charge   0
Frontier orbital gap   7.19 eV